C22H28N4O3S2Tl as an isolated structure in a non-equilibrium geometry, computed with ωB97M-V/def2-TZVPD.

Calculated values
Orbital gap, eV: 1.96
Total charge: +3
HOMO level, eV: -16.078
E, eV: -61698.9284
Spin multiplicity: 1

Positions of all 60 atoms, in Å:
1 C 4.44338 1.43957 2.06501
2 N 3.87504 -2.55640 -2.96590
3 O 4.47654 -1.62703 2.10249
4 C -4.13745 -1.19234 -1.41516
5 N 5.37631 -1.65297 -1.24932
6 C -3.79953 -1.72006 0.03922
7 H -6.53365 -1.03465 -0.76112
8 C -4.09949 1.21359 -1.21267
9 C 1.86543 0.90646 1.70867
10 H -1.37347 -3.35586 -0.54912
11 S -4.85460 2.69734 -0.88917
12 O -0.28020 -0.23482 1.94996
13 O -4.86004 -1.61133 0.98576
14 H 5.30208 -0.85508 -0.60227
15 C -1.86274 2.58336 -0.04762
16 H 0.03372 3.70132 -0.22027
17 H -3.59648 -2.82791 -0.06691
18 H 4.96985 3.54242 2.42516
19 C -6.01252 -0.06949 -0.48784
20 C 3.29624 -2.75214 -0.48230
21 H -0.63250 2.14258 2.38577
22 H -6.28567 -0.21464 1.74255
23 H 0.31520 1.91803 -0.29295
24 H 5.83263 -1.25304 -2.08384
25 H -2.83250 -1.29104 0.45664
26 C 1.27674 -1.31790 0.41908
27 H 0.10531 -3.73153 0.62623
28 H 4.05695 -3.37194 0.06471
29 H -4.66942 0.43279 1.28552
30 H 5.49034 1.05114 2.09637
31 C -5.45941 -0.31223 0.98402
32 C -0.30459 2.71892 0.21068
33 H 2.87605 -2.52138 -3.21971
34 H -2.35610 2.26888 0.91176
35 C 1.56118 2.32308 1.89975
36 C 3.96365 -1.90260 -1.65624
37 C 0.05280 2.78171 1.77603
38 H 2.45454 4.34556 2.28246
39 C 0.78941 -0.20538 1.42766
40 H -2.23128 3.58243 -0.39524
41 S -2.27741 1.22677 -1.25894
42 C -0.37142 -3.08108 -0.15095
43 H -4.80649 -1.97288 -1.88590
44 C 2.64726 -1.68703 0.48509
45 C 0.28511 -1.94931 -0.57687
46 C 3.34000 0.48779 1.79083
47 H 2.51101 -3.45424 -0.86483
48 H 2.40045 -0.59070 -2.18031
49 H 0.07113 -1.50270 -1.57760
50 H 4.31826 -1.91089 -3.63471
51 H -6.79568 0.72323 -0.54461
52 Tl -7.07351 4.30609 -1.45098
53 C 3.61752 -1.03430 1.53220
54 C 4.12458 2.83935 2.25295
55 C 2.67711 3.25917 2.16582
56 H -0.06672 3.83774 2.14127
57 N 3.32678 -0.53279 -1.74648
58 H 3.93789 0.11218 -2.25823
59 H -3.20074 -1.19369 -2.03272
60 N -4.89690 0.07986 -1.45291



C53H65BrP3SiW as an isolated structure in a non-equilibrium geometry, computed with ωB97M-V/def2-TZVPD.

Calculated values
Energy above the lowest of the compared OMol25 structures with the same formula, charge and spin, kJ/mol: 0.0
Orbital gap, eV: 5.19
Total charge: -1
HOMO level, eV: -2.703
E, eV: -163630.6541
Spin multiplicity: 1

Positions of all 124 atoms, in Å:
1 H -3.35125 -3.77194 0.19855
2 H 0.28280 -6.08953 3.13791
3 H -3.79723 -1.31233 1.11997
4 H 1.08902 1.84381 -1.86126
5 H -5.91089 3.97287 -0.80669
6 C -1.44057 0.65542 4.15048
7 H 2.34893 5.20781 0.58401
8 H 5.30247 0.92009 -1.09615
9 C 1.60054 -5.13925 1.73695
10 H 4.60832 4.27717 -2.32783
11 H -2.14566 -0.11478 -3.37615
12 C -1.21699 -0.56738 -3.75321
13 H 2.29750 0.99370 -3.95122
14 Br -0.75928 2.04914 0.75553
15 H 1.01203 4.20198 0.01886
16 C -0.99739 -0.02234 -5.16833
17 H -1.28390 1.48358 3.46118
18 H 5.56954 -2.00406 3.08786
19 H 0.15219 -6.24909 -2.25219
20 C 1.90896 -3.95074 1.08771
21 C -0.20505 -4.02018 2.83738
22 C 0.54301 1.58572 -2.77908
23 C 1.47260 -1.15189 -2.56366
24 C 2.32920 3.22439 1.47248
25 C -1.46446 -2.07056 -3.82212
26 C -5.12104 0.13557 -1.73783
27 H 1.00617 1.71037 -4.91337
28 P -1.07556 -1.36579 2.21887
29 C 5.67462 -0.00145 2.31655
30 H 1.20708 0.31343 4.73772
31 C 1.17617 -2.78393 1.27877
32 C -3.87534 -1.40778 2.20281
33 H 5.45614 1.92291 1.44862
34 C 2.19071 -1.52888 -1.41432
35 C -4.59930 2.26601 -0.78761
36 H -0.59912 -2.60197 -4.22534
37 C -1.43082 -3.64614 -0.74989
38 C -4.93957 3.61191 -0.48901
39 H 5.71269 2.19300 -2.25772
40 H -1.04932 -4.08027 3.50692
41 H -2.09869 -2.96717 4.75772
42 C -2.81937 3.96750 0.57894
43 H -3.63002 -6.19002 -0.23552
44 H 5.06381 3.16592 -0.03911
45 H -1.31694 2.29358 -3.70322
46 C -1.26314 -2.23579 -0.47415
47 H -0.64449 -1.28953 4.57081
48 H -3.65478 -1.40122 -1.56098
49 C 1.51183 1.74836 -3.94843
50 C -0.45267 -4.36068 -1.45546
51 C 4.90525 1.76430 -1.65954
52 H -0.91100 1.06158 -5.20686
53 H 6.65798 0.21025 2.71762
54 C -0.61683 -5.71015 -1.71074
55 C 0.54547 -5.17149 2.62669
56 C 1.95166 -1.50774 -3.82424
57 H 1.99784 2.72534 -3.88216
58 C 4.98759 0.95968 1.59903
59 H -3.82247 -3.01357 4.40869
60 H 0.97652 4.90436 1.63623
61 H -2.11942 4.60799 1.09670
62 H 0.43298 -3.83776 -1.79452
63 H -1.87489 -7.43537 -1.46423
64 C -2.91265 0.38321 -0.64820
65 H 3.69638 4.92581 -0.96933
66 C -5.49818 1.42811 -1.48038
67 Si 1.45331 -1.13039 0.32430
68 C 5.06912 -1.23133 2.51562
69 H -1.21931 2.60214 -1.98252
70 H -3.04874 -1.49227 4.81799
71 C -3.87724 -0.36437 -1.33103
72 H 3.76091 2.83093 3.07185
73 C 3.11254 -0.54160 1.20757
74 C -0.53758 -0.52474 3.79179
75 C 1.62510 4.44977 0.88428
76 C 4.29939 2.83270 -0.74779
77 H 4.81366 -3.07658 -2.94839
78 C 3.82136 -1.48140 1.96983
79 C -2.73806 -5.67914 -0.57749
80 H 1.08506 0.68807 3.01553
81 H -2.64367 -3.13957 2.26628
82 C -2.68682 -2.17203 2.77939
83 C -2.58271 -4.32619 -0.32681
84 C 3.40567 -2.19213 -1.59218
85 H 4.00455 -2.43712 -0.72212
86 H -1.86254 -0.29866 -5.77772
87 C -2.90991 -2.42703 4.27289
88 H 2.85926 4.33430 3.24224
89 C 3.87485 -2.54604 -2.84698
90 H -4.80587 -1.92453 2.45446
91 C -0.63200 2.55881 -2.89710
92 P -0.06081 -0.11950 -2.35329
93 C 3.34193 3.66906 2.52130
94 C -4.08348 4.44334 0.17522
95 C 3.13357 -2.21358 -3.97198
96 H -4.36296 5.46627 0.39262
97 H 3.48094 -2.48543 -4.96099
98 H 1.59130 -0.91477 3.52625
99 H 4.16407 4.22756 2.06551
100 C 0.07851 -2.83574 2.16629
101 H -3.93769 -0.39288 2.60618
102 H -0.12083 -0.44614 -5.65754
103 P 2.85866 2.03691 0.12440
104 C 3.72030 0.71618 1.06251
105 H -1.69026 -2.48387 -2.84290
106 H 1.40274 -1.22411 -4.71133
107 C 3.85157 4.03666 -1.57707
108 H -0.25739 3.56468 -3.10503
109 C 0.91979 -0.09049 3.76256
110 H -2.31564 -2.26777 -4.47791
111 H -5.79981 -0.52575 -2.26805
112 C -1.75418 -6.37688 -1.26803
113 H 2.73707 -3.94619 0.38819
114 W -0.96033 -0.48934 -0.07822
115 H 4.15173 1.37159 -2.34422
116 H 2.17464 -6.03531 1.53467
117 H 3.38353 -2.45314 2.14884
118 C -3.33296 1.74579 -0.38986
119 H 2.91923 3.82833 -2.10272
120 H 1.56159 2.62889 1.98361
121 H -2.49983 0.40463 4.11980
122 H -1.20818 1.01194 5.15753
123 H -6.45926 1.81706 -1.79515
124 C -2.50462 2.66957 0.28906



H2N2P2 in the gas phase in a non-equilibrium geometry, computed with ωB97M-V/def2-TZVPD.

Calculated values
Energy above the lowest of the compared OMol25 structures with the same formula, charge and spin, kJ/mol: 338.5
Orbital gap, eV: 7.22
Total charge: 0
SMILES: [H]/N=P\[PH]#N
HOMO level, eV: -9.012
E, eV: -21585.9504
Spin multiplicity: 1

Positions of all 6 atoms, in Å:
1 N -2.31655 -1.28054 0.14885
2 N 1.34282 1.21761 0.13364
3 P -0.09844 1.55444 -0.08104
4 H 0.38921 -1.22318 -0.31400
5 H 1.80520 0.25717 0.35249
6 P -1.12224 -0.52551 -0.23993



C6H5ClN2O4 in the gas phase in a non-equilibrium geometry, computed with ωB97M-V/def2-TZVPD.

Calculated values
Energy above the lowest of the compared OMol25 structures with the same formula, charge and spin, kJ/mol: 388.8
Orbital gap, eV: 9.03
Total charge: 0
SMILES: O=[N+]([O-])C1([N+](=O)[O-])C=CC=C[C@H]1Cl
HOMO level, eV: -9.820
E, eV: -29987.7665
Spin multiplicity: 1

Positions of all 18 atoms, in Å:
1 O 2.89052 0.54354 0.60477
2 O 1.77735 -0.28671 2.22252
3 C 0.56977 0.25439 0.38796
4 C -1.43657 -1.20298 -0.43952
5 H -0.48678 0.98206 -2.79503
6 Cl 0.82113 -2.56436 0.67916
7 C -0.31224 0.45128 -1.86760
8 O -1.46271 1.29315 1.16868
9 H -1.96719 -2.11905 -0.08729
10 H -2.30549 -0.60598 -2.19031
11 H -0.66607 -1.00654 1.71349
12 C 0.74107 0.66790 -1.04102
13 C -0.28967 -1.12585 0.63345
14 C -1.48222 -0.39858 -1.49322
15 N 1.91948 0.17772 1.12959
16 N -0.30851 1.37583 1.13657
17 O 0.40024 2.26585 1.61922
18 H 1.59789 1.29835 -1.38143